Density functional theory data (ωB97M-V/def2-TZVPD) for a single C20H20N4O3S2 molecule in a non-equilibrium geometry.

Energy: -2015.1847 Ha
Total charge: 0
Energy relative to the best compared isomer or geometry (same formula, charge and spin): 438.0 kJ/mol
Structure (SMILES): CC(C)(NC(=O)c1nc(-c2nccs2)sc1C1CC1)c1ccc(C(=O)NO)cc1
HOMO-LUMO gap: 8.31 eV
Max |F|: 3.0 eV/Å

```
49
Properties=species:S:1:pos:R:3:forces:R:3:lowdin_charge:R:1
C 1.8234 -0.0939 2.0927 -0.3 -0.3 -1.3 -0.0200
C 1.3743 -0.9509 0.8388 0.8 0.0 0.7 -0.4573
C 2.0274 -2.3409 1.0789 0.3 -0.1 0.0 -0.0435
N -0.0478 -1.1965 0.8139 -2.8 -1.1 0.3 0.1081
C -1.0878 -0.2806 0.8267 2.7 0.9 -0.7 -0.3732
O -0.7842 0.9123 0.8068 -1.3 -0.4 0.5 0.0650
C -2.4629 -0.8534 0.7813 -2.5 -1.0 0.2 -0.1943
N -2.6560 -2.1076 0.1932 -0.8 0.1 0.4 0.0742
C -3.9052 -2.5309 0.2806 1.2 0.9 0.7 -0.5697
C -4.3765 -3.8086 -0.2569 0.5 0.4 -0.3 -0.6107
N -5.6369 -4.0524 -0.4429 0.4 -0.6 -0.3 0.0479
C -5.7610 -5.2308 -1.1567 0.0 0.4 0.2 -0.2398
C -4.6137 -5.8509 -1.5061 0.4 -0.2 0.0 -0.3990
S -3.2342 -4.9758 -0.9122 -1.2 0.2 0.0 1.0359
S -4.9808 -1.4472 1.1427 1.4 0.4 -0.5 1.1215
C -3.6490 -0.3268 1.3349 1.1 0.4 -0.2 -0.3884
C -3.7053 1.0273 2.0226 -0.3 -0.9 1.1 -0.2643
C -4.6987 1.4106 3.1371 0.2 -1.7 -0.3 -0.1189
C -3.2790 1.0176 3.4978 0.3 1.7 0.2 -0.1137
C 1.7894 -0.3546 -0.5348 1.0 0.1 0.1 -0.1170
C 2.0733 -1.1851 -1.6637 -0.4 1.3 0.5 -0.0175
C 2.5897 -0.6525 -2.8406 0.1 -0.4 0.0 -0.0253
C 2.9385 0.7032 -2.9088 -0.9 -0.6 0.7 -0.1457
C 3.5272 1.3033 -4.1092 1.6 0.3 -1.7 -0.4394
O 3.9122 2.4558 -4.1093 0.1 0.9 0.0 0.0564
N 3.7984 0.5443 -5.2343 0.1 1.3 1.2 0.0305
O 4.4224 1.1254 -6.3758 -0.7 -1.1 0.5 -0.0054
C 2.6762 1.5288 -1.8021 -0.7 -0.5 0.2 0.0168
C 2.0485 1.0210 -0.6422 0.9 -0.1 -0.9 -0.0032
H 2.9040 -0.0809 2.1676 0.3 -0.1 -0.2 0.0854
H 1.4362 -0.5149 3.0076 -0.3 -0.3 0.1 0.0806
H 1.4989 0.9245 2.0307 -0.3 0.5 0.0 0.0518
H 1.8540 -2.7267 2.1075 0.0 0.5 -0.6 0.0940
H 1.5609 -3.0596 0.4074 0.2 -0.2 -0.2 0.0660
H 3.1292 -2.3292 0.9004 -0.9 0.1 0.1 0.1057
H -0.3830 -2.1402 0.6085 0.5 0.3 0.2 0.1250
H -6.7323 -5.5827 -1.4450 -0.3 0.0 0.1 0.1010
H -4.5631 -6.7593 -2.1028 0.3 0.3 0.3 0.0710
H -3.3189 1.8382 1.4270 0.1 0.0 -0.1 0.1288
H -4.9827 2.4334 3.2376 0.0 0.5 -0.2 0.0850
H -5.5196 0.7148 3.4028 0.7 0.4 -0.3 0.1010
H -2.6100 1.8732 3.8454 -0.9 -1.5 -0.5 0.1256
H -3.1335 0.0585 3.9949 0.1 0.3 -0.3 0.1043
H 1.8350 -2.2294 -1.6617 0.0 -0.4 0.2 0.0989
H 2.7738 -1.3600 -3.6844 -0.2 0.7 0.8 0.1182
H 3.3836 -0.3555 -5.3292 0.1 -0.3 -1.0 0.1158
H 4.6207 2.0624 -6.1930 -0.5 -0.3 0.9 0.0997
H 2.9171 2.5900 -1.8156 0.1 -0.3 -0.3 0.1203
H 1.8919 1.7445 0.1628 -0.2 -0.6 -0.2 0.1119
```
Forces are in eV/Å.